(1)
{
  "formula": "C7H7N",
  "method": "the ωB97M-V functional and the def2-TZVPD basis",
  "e_tot_ev": -8855.52161,
  "multiplicity": 1,
  "smiles": "C#CC1=CC=C[C@H]1N",
  "de_lowest_kj_mol": 588.8,
  "mol_weight_da": 105.140,
  "homo_ev": -8.666,
  "symbols": ["N", "C", "C", "C", "C", "C", "C", "C", "H", "H", "H", "H", "H", "H", "H"],
  "xyz": [[-2.22709, -0.15739, 0.01400], [-0.29596, 0.39459, 1.69743], [1.41275, 0.43723, 0.13564], [0.34234, -0.11167, -0.56965], [0.51345, -0.86467, -1.75264], [-0.75556, -0.27514, 0.46660], [1.03148, -1.49087, -2.76643], [0.79063, 1.01452, 1.53302], [2.51021, 0.77601, -0.19034], [-2.85184, -0.11930, 0.70427], [-1.22795, 0.76341, 2.33113], [-1.99072, 0.81069, -0.54204], [-0.40071, -1.41250, 0.73094], [1.55822, -1.37922, -3.88262], [1.59074, 1.61430, 2.09069]],
  "forces_ev_per_angstrom": [[7.6, 2.5, -5.5], [-7.8, 1.2, 1.3], [-0.6, 2.8, 0.6], [1.9, 0.3, 2.3], [3.2, -3.1, -6.0], [-0.7, -4.6, 0.1], [-1.1, 4.3, 1.8], [8.6, 0.9, -2.8], [-2.7, -1.4, 0.5], [-2.8, 0.8, 3.5], [2.4, -1.2, -0.4], [-2.3, -2.7, 1.9], [-1.6, 1.8, -0.5], [-1.9, -0.8, 3.6], [-2.1, -0.7, -0.2]],
  "lowdin_charge": [0.070, -0.165, 0.033, -0.291, -0.118, -0.381, 0.067, -0.078, 0.145, -0.018, 0.156, 0.156, 0.201, 0.101, 0.121]
}

---

(2)
{
  "formula": "C7H7N",
  "method": "the ωB97M-V functional and the def2-TZVPD basis",
  "e_tot_ev": -8855.55092,
  "multiplicity": 1,
  "smiles": "C#CCN=C=C1CC1",
  "de_lowest_kj_mol": 586.0,
  "mol_weight_da": 105.140,
  "homo_ev": -8.462,
  "symbols": ["N", "C", "C", "C", "C", "C", "C", "C", "H", "H", "H", "H", "H", "H", "H"],
  "xyz": [[0.14850, -0.20541, -2.11546], [0.31089, -1.03818, 0.19209], [0.23084, -0.81601, -1.06591], [1.45395, -0.98962, 1.18951], [-0.10970, -1.02706, 1.69159], [-0.11469, 1.36692, -1.97058], [-1.92959, 1.27257, 0.15100], [-1.22375, 1.27701, -0.83341], [2.05667, -0.10976, 1.31992], [-0.62171, -0.09466, 1.82304], [-0.39761, -1.95681, 2.16354], [-2.37224, 0.89552, 1.01774], [0.80184, 1.74498, -1.57642], [1.91302, -1.96263, 1.05523], [-0.14643, 1.64314, -3.04188]],
  "forces_ev_per_angstrom": [[0.1, 0.8, -1.7], [0.9, -0.2, 2.6], [-0.5, 1.2, 0.8], [-3.1, -0.5, -0.5], [2.8, -1.0, -3.3], [-1.2, -4.0, 1.5], [1.2, -0.4, -1.7], [1.1, 2.3, -2.0], [0.1, 0.2, 0.0], [0.1, 0.2, 0.8], [-0.3, 0.2, 0.0], [-0.8, 0.1, 0.7], [0.4, 0.6, 0.6], [0.4, 0.1, 1.1], [-1.3, 0.5, 1.0]],
  "lowdin_charge": [0.036, -0.236, -0.158, -0.052, -0.011, -0.084, 0.077, -0.084, 0.084, 0.051, 0.084, 0.017, 0.081, 0.092, 0.103]
}

---

(3)
{
  "formula": "C7H7N",
  "method": "the ωB97M-V functional and the def2-TZVPD basis",
  "e_tot_ev": -8858.08693,
  "multiplicity": 1,
  "de_lowest_kj_mol": 341.3,
  "mol_weight_da": 105.140,
  "homo_ev": -6.371,
  "symbols": ["N", "C", "C", "C", "C", "C", "C", "C", "H", "H", "H", "H", "H", "H", "H"],
  "xyz": [[0.66419, -0.25173, 0.30654], [0.30385, -1.03559, -1.83302], [-1.09620, 1.07063, 0.74698], [-0.43974, 0.09487, -1.75792], [-0.55654, 0.68237, 1.97698], [1.03484, -1.26762, -0.59222], [-0.30720, 0.67449, -0.47211], [0.67837, -0.12204, 1.65206], [-1.05233, 0.53700, -2.54089], [1.04894, -0.95418, 2.43951], [0.23252, 1.60049, -0.70495], [-1.85404, 1.72590, 0.64850], [1.61398, -2.13025, -0.24545], [-0.61707, 1.09161, 3.07959], [0.34643, -1.71597, -2.70359]],
  "forces_ev_per_angstrom": [[1.0, -2.3, -2.3], [0.9, -0.7, 0.4], [0.9, -1.5, 1.9], [-1.3, -1.4, -1.8], [2.8, 0.6, -0.9], [-1.1, 1.4, 0.8], [1.8, 0.0, 4.7], [-1.9, -0.9, 1.7], [0.3, -0.2, 0.2], [-0.5, 2.0, -2.5], [0.4, 0.4, 0.4], [-2.5, 2.2, -0.2], [-0.3, 0.6, -0.3], [-0.7, -0.9, -2.6], [0.2, 0.7, 0.6]],
  "lowdin_charge": [-0.073, -0.090, -0.065, -0.105, -0.074, -0.051, -0.236, -0.132, 0.111, 0.144, 0.183, 0.046, 0.105, 0.129, 0.108]
}

---

(4)
{
  "formula": "C7H7N2O",
  "method": "the ωB97M-V functional and the def2-TZVPD basis",
  "e_tot_ev": -12391.77859,
  "multiplicity": 1,
  "smiles": "[NH2+]=c1[nH]oc2ccccc12",
  "total_charge": 1,
  "de_lowest_kj_mol": 86.4,
  "mol_weight_da": 135.146,
  "homo_ev": -13.272,
  "symbols": ["O", "N", "N", "C", "C", "C", "C", "C", "C", "C", "H", "H", "H", "H", "H", "H", "H"],
  "xyz": [[-1.64363, -1.53245, 0.72351], [-0.88693, -1.48239, 1.92192], [0.99318, -0.15169, 2.50443], [-1.53529, -0.64283, -1.54620], [-1.06229, -0.74790, -0.24850], [-0.82457, 0.18419, -2.39924], [0.80072, 0.81526, -0.70905], [0.31046, 0.89558, -1.99866], [0.10355, -0.53429, 1.60793], [0.09434, -0.00452, 0.14277], [-1.16461, 0.28788, -3.41674], [0.97196, -0.48769, 3.45556], [1.74001, 0.47075, 2.23531], [-1.34957, -1.75525, 2.77136], [0.81611, 1.51657, -2.72031], [-2.41166, -1.18275, -1.86021], [1.67099, 1.36752, -0.39680]],
  "forces_ev_per_angstrom": [[-0.8, -0.5, 0.0], [2.8, 3.4, -4.6], [-0.2, -0.2, 0.0], [-0.1, -0.2, 0.2], [1.1, 0.8, 0.1], [-0.1, -0.1, 0.2], [0.1, 0.2, -0.2], [0.2, 0.1, 0.1], [0.5, 0.3, 0.2], [-3.2, -4.1, 4.0], [0.0, 0.0, -0.1], [0.1, 0.0, 0.0], [-0.1, 0.0, 0.1], [-0.3, 0.2, 0.1], [0.1, 0.1, 0.0], [-0.1, -0.1, -0.1], [0.1, 0.1, 0.0]],
  "lowdin_charge": [0.043, 0.169, 0.217, 0.035, -0.180, -0.021, -0.007, -0.042, -0.143, -0.038, 0.124, 0.142, 0.140, 0.183, 0.120, 0.132, 0.123]
}

---

(5)
{
  "formula": "C7H7N2O3",
  "method": "the ωB97M-V functional and the def2-TZVPD basis",
  "e_tot_ev": -16495.08794,
  "multiplicity": 1,
  "smiles": "CC1(/N=C(\\[O-])C(=O)N=C=O)CC1",
  "total_charge": -1,
  "de_lowest_kj_mol": 49.7,
  "mol_weight_da": 167.144,
  "homo_ev": -4.563,
  "symbols": ["O", "O", "O", "N", "N", "C", "C", "C", "C", "C", "C", "C", "H", "H", "H", "H", "H", "H", "H"],
  "xyz": [[-4.14335, 1.85739, 0.47209], [-2.60938, -2.31364, -0.58517], [-1.49200, 0.91962, 0.22814], [-3.57360, -0.31551, 0.03245], [-0.06736, -0.90016, -0.18454], [-3.59942, 0.84625, 0.29465], [1.70435, -0.50606, 1.31837], [-1.24910, -0.30318, -0.04610], [1.47512, 1.08982, -0.66313], [-2.52466, -1.14968, -0.23003], [2.09474, -0.10592, -1.27086], [1.15480, -0.22066, -0.03364], [1.72808, -1.45794, 1.73938], [1.09753, -0.10724, 2.13791], [2.70267, -0.03651, 1.54064], [2.01969, 1.87984, -0.25170], [3.12578, -0.22165, -1.35451], [0.62388, 1.66116, -1.07192], [1.53220, -0.61593, -2.07201]],
  "forces_ev_per_angstrom": [[0.2, 1.3, 0.5], [-0.1, 1.5, 0.6], [-0.1, 0.0, 0.0], [-1.7, -4.5, -0.8], [-2.8, -0.3, -0.8], [0.3, 2.2, 0.0], [1.4, 2.4, 1.9], [3.0, 0.2, 0.0], [-2.6, 1.0, -1.0], [1.0, -0.8, -0.4], [-3.1, -1.1, -0.6], [1.3, 0.3, 0.7], [0.3, -2.5, -0.6], [-0.5, 0.9, -0.4], [-0.6, -0.4, -0.6], [1.6, 0.5, 1.3], [1.6, -0.3, 0.5], [0.1, -1.0, -0.5], [0.5, 0.6, 0.0]],
  "lowdin_charge": [0.148, 0.061, -0.042, 0.182, 0.119, -0.388, -0.061, -0.413, -0.136, -0.383, -0.079, -0.540, 0.038, 0.074, 0.088, 0.072, 0.060, 0.101, 0.099]
}

---

(6)
{
  "formula": "C7H7N2O3S",
  "method": "the ωB97M-V functional and the def2-TZVPD basis",
  "e_tot_ev": -27332.00989,
  "multiplicity": 1,
  "smiles": "CCO/C([O-])=N\\C(=O)S/C=C/C#N",
  "total_charge": -1,
  "de_lowest_kj_mol": 0.0,
  "mol_weight_da": 199.211,
  "homo_ev": -4.844,
  "symbols": ["S", "O", "O", "O", "N", "N", "C", "C", "C", "C", "C", "C", "C", "H", "H", "H", "H", "H", "H", "H"],
  "xyz": [[-1.46057, 1.85533, 0.90901], [0.97460, 3.12313, 0.70231], [-0.36057, 0.84464, -2.99246], [-0.11932, -0.13983, -0.96534], [0.54333, -0.67650, 4.93002], [0.37659, 2.03921, -1.21555], [0.11666, 0.49808, 2.71704], [-0.46265, -1.38377, -1.53854], [0.32833, -0.14097, 3.93036], [0.33848, 2.42106, -0.01259], [-1.07674, 1.01592, 2.34855], [0.76320, -2.05688, -2.14854], [-0.08924, 0.93876, -1.81648], [-0.87502, -1.98086, -0.71892], [0.50389, -3.03634, -2.54548], [1.14761, -1.43223, -2.95359], [-1.22773, -1.22858, -2.30913], [1.53697, -2.16712, -1.38894], [-1.93757, 0.90029, 2.99993], [0.97975, 0.60666, 2.06835]],
  "forces_ev_per_angstrom": [[-0.2, 0.1, -0.1], [0.5, 0.5, 0.5], [-0.2, -0.2, -0.2], [0.1, 0.2, 0.0], [0.0, -0.1, 0.1], [0.4, 0.3, -1.4], [-0.2, 0.8, -1.3], [-0.1, -0.3, -0.4], [0.1, -0.6, 1.1], [-0.8, -0.5, 1.1], [0.3, 0.0, -0.1], [-0.2, 0.3, 0.2], [0.1, -0.3, 0.4], [0.0, 0.1, -0.1], [0.0, -0.1, 0.0], [0.0, 0.0, 0.0], [0.1, -0.1, 0.2], [0.0, -0.1, 0.0], [0.1, -0.1, 0.1], [-0.1, 0.0, 0.0]],
  "lowdin_charge": [0.835, 0.016, 0.056, -0.068, 0.096, 0.135, -0.213, -0.251, -0.304, -0.675, -0.533, -0.073, -0.622, 0.119, 0.066, 0.072, 0.116, 0.073, 0.055, 0.100]
}